Formula: C16H13NS
Source: the Open Molecules 2025 dataset
Level of theory: wB97M-V/def2-TZVPD

Output
Energy relative to the best compared isomer or geometry (same formula, charge and spin) = 0.000 eV
E_tot = -1070.47776 hartree
SMILES string = S=c1[nH]c2ccccc2cc1Cc1ccccc1
Total charge = 0
LUMO level = -0.22 eV
Orbital gap = 7.666 eV
HOMO energy = -7.88 eV

Cartesian coordinates (Å):
S: 0.753 3.707 -1.029
C: 0.752 2.348 -0.084
N: 0.982 2.486 1.253
C: 1.017 1.462 2.155
C: 1.262 1.693 3.510
C: 1.290 0.633 4.389
C: 1.078 -0.668 3.936
C: 0.836 -0.907 2.602
C: 0.800 0.150 1.686
C: 0.554 -0.030 0.292
C: 0.524 1.015 -0.574
C: 0.276 0.834 -2.045
C: -0.610 -0.343 -2.335
C: -0.116 -1.488 -2.944
C: -0.945 -2.570 -3.187
C: -2.279 -2.519 -2.821
C: -2.780 -1.381 -2.212
C: -1.951 -0.301 -1.971
H: 1.139 3.433 1.579
H: 1.427 2.703 3.856
H: 1.479 0.811 5.436
H: 1.103 -1.489 4.636
H: 0.669 -1.912 2.243
H: 0.387 -1.035 -0.069
H: -0.175 1.753 -2.428
H: 1.241 0.715 -2.547
H: 0.925 -1.535 -3.231
H: -0.548 -3.455 -3.664
H: -2.926 -3.363 -3.010
H: -3.821 -1.334 -1.926
H: -2.343 0.588 -1.497